[1]
{"formula": "C15H28N6O8P2STi", "method": "ωB97M-V/def2-TZVPD", "symbols": ["Ti", "O", "P", "O", "O", "O", "P", "O", "O", "O", "H", "H", "C", "N", "C", "N", "O", "H", "H", "H", "H", "H", "H", "C", "H", "H", "H", "S", "C", "C", "C", "N", "C", "C", "C", "C", "C", "N", "C", "C", "H", "H", "H", "H", "H", "H", "H", "H", "N", "C", "C", "N", "H", "H", "H", "H", "H", "H", "H", "H", "H"], "positions_angstrom": [[-0.65621, -1.16295, -0.30979], [0.79625, 0.98723, 2.84070], [1.19007, -0.43584, 2.26628], [1.92718, -1.26505, 3.24684], [-0.04412, -1.05211, 1.63555], [2.12952, -0.01757, 1.00975], [2.56843, -1.03260, -0.17815], [3.48922, -0.08505, -1.04387], [3.34607, -2.18799, 0.32417], [1.28436, -1.38723, -0.91987], [1.32847, 1.23797, 3.60618], [3.14388, 0.80875, -1.15077], [-4.08886, -3.11839, -3.46096], [-3.02323, -2.57134, -2.63749], [-1.89092, -2.03554, -3.12503], [-1.64564, -2.13977, -4.44299], [-1.05683, -1.46800, -2.38319], [-4.89723, -3.43505, -2.80876], [-3.74444, -3.99433, -4.01217], [-4.48490, -2.37908, -4.16065], [-3.23608, -2.28541, -1.69232], [-2.28851, -2.56021, -5.08792], [-0.77021, -1.78495, -4.78458], [-2.75062, -1.14660, 0.20436], [-3.19285, -2.12888, 0.42187], [-3.39660, -0.63886, -0.52271], [-2.83831, -0.58197, 1.13916], [0.30041, 5.46581, -1.00052], [-0.06043, 3.73858, -0.84671], [0.36748, 2.85312, -1.83217], [0.08277, 1.50922, -1.69185], [-0.57182, 1.01526, -0.63458], [-0.99608, 1.87121, 0.30471], [-0.77988, 3.22948, 0.22935], [0.93337, 5.75192, 0.64575], [0.13959, 6.33983, 1.61707], [0.68213, 6.51917, 2.88431], [1.91798, 6.15781, 3.21048], [2.67466, 5.61416, 2.26000], [2.23508, 5.39357, 0.96324], [0.91904, 3.20973, -2.69112], [0.40075, 0.78401, -2.43120], [-1.51911, 1.43560, 1.14593], [-1.14479, 3.87949, 1.01172], [-0.87011, 6.65778, 1.39534], [0.09079, 6.97299, 3.67128], [3.68396, 5.34354, 2.54808], [2.88982, 4.95707, 0.22141], [2.23275, -3.69205, 2.21955], [0.82059, -4.03405, 1.86893], [0.61189, -4.22283, 0.36187], [-0.57402, -3.47264, -0.12200], [2.22582, -2.91601, 2.92346], [2.73780, -3.22772, 1.40817], [2.76787, -4.49004, 2.54598], [0.20352, -3.20929, 2.21670], [0.54284, -4.92617, 2.42579], [0.49880, -5.28431, 0.13333], [1.47428, -3.85065, -0.18908], [-1.40918, -3.80150, 0.35542], [-0.70646, -3.71124, -1.10227]], "forces_ev_per_angstrom": [[-0.04, -0.42, -0.19], [-0.04, 0.00, 0.00], [0.17, 0.02, -0.04], [-0.06, 0.04, 0.03], [-0.08, 0.25, -0.10], [0.13, -0.04, 0.08], [0.02, -0.03, 0.16], [-0.01, -0.06, -0.06], [-0.04, -0.04, -0.01], [-0.01, 0.30, 0.08], [0.00, -0.02, 0.01], [-0.01, 0.00, -0.02], [0.03, 0.00, 0.00], [-0.04, 0.03, 0.00], [-0.04, 0.00, 0.02], [0.03, -0.01, -0.01], [0.02, 0.07, 0.07], [0.00, 0.00, 0.00], [0.00, 0.00, 0.00], [-0.01, 0.00, 0.00], [0.02, 0.00, 0.00], [-0.01, 0.00, 0.01], [0.00, 0.00, 0.00], [-0.02, -0.04, -0.06], [-0.04, 0.02, 0.01], [-0.02, 0.03, 0.03], [0.00, -0.02, 0.01], [0.09, -0.03, -0.02], [0.00, -0.02, 0.05], [-0.09, 0.02, -0.06], [-0.01, 0.00, -0.05], [0.04, -0.04, 0.12], [-0.01, -0.08, 0.00], [0.09, 0.04, 0.01], [-0.11, 0.02, -0.02], [0.03, 0.05, 0.01], [-0.01, 0.00, -0.02], [0.02, 0.00, 0.01], [-0.01, 0.00, 0.01], [-0.01, -0.02, 0.01], [0.02, -0.02, 0.00], [0.01, 0.01, 0.00], [0.01, 0.02, 0.01], [0.01, -0.02, 0.02], [-0.01, -0.01, 0.01], [0.00, 0.00, 0.00], [0.00, 0.00, -0.01], [0.00, -0.01, 0.00], [0.05, 0.06, -0.04], [-0.06, -0.02, -0.05], [-0.02, -0.02, 0.00], [0.02, -0.01, -0.05], [0.02, -0.01, -0.01], [-0.01, -0.01, 0.02], [0.00, 0.00, 0.00], [0.03, 0.02, 0.01], [0.00, 0.00, 0.00], [0.05, 0.00, -0.03], [-0.01, 0.03, 0.00], [0.00, 0.03, 0.02], [-0.03, -0.06, 0.02]], "lowdin_charge": [1.00, -0.08, 0.24, -0.25, -0.37, -0.24, 0.25, -0.06, -0.25, -0.36, 0.10, 0.09, -0.05, 0.04, -0.56, 0.22, -0.09, 0.09, 0.09, 0.10, 0.08, 0.10, 0.13, -0.25, -0.01, 0.00, -0.01, 1.02, -0.49, -0.06, -0.11, -0.02, -0.09, -0.03, -0.53, -0.09, -0.13, 0.07, -0.13, -0.07, 0.11, 0.12, 0.12, 0.12, 0.11, 0.11, 0.11, 0.11, 0.15, -0.13, -0.19, -0.02, 0.10, 0.08, 0.16, 0.10, 0.13, 0.12, 0.10, 0.10, 0.09], "total_charge": 1, "de_lowest_ev": 0.000, "homo_energy_ev": [-10.62, -11.62], "e_lumo_ha": [-0.0941, -0.0940], "multiplicity": 2}


[2]
{"formula": "C15H29AsCuF3N2O5P", "method": "ωB97M-V/def2-TZVPD", "symbols": ["Cu", "C", "C", "O", "P", "O", "C", "C", "O", "C", "C", "H", "H", "H", "H", "H", "H", "H", "H", "H", "H", "H", "H", "H", "H", "H", "C", "As", "C", "C", "H", "H", "H", "H", "H", "H", "H", "H", "H", "F", "C", "F", "F", "C", "N", "C", "C", "C", "O", "N", "C", "O", "H", "H", "H", "H", "H"], "positions_angstrom": [[-0.23980, 0.99582, -1.14514], [-1.01073, -1.16290, 4.51641], [-1.52043, -0.91022, 3.10617], [-0.56373, -1.38495, 2.16470], [0.16039, -0.44578, 1.01053], [1.48912, -1.40684, 0.87861], [2.40174, -1.69636, 1.92553], [2.09048, -3.01316, 2.62172], [0.73642, 0.68730, 2.03514], [0.77510, 2.07792, 1.67822], [1.15346, 2.86235, 2.92046], [-1.73878, -0.80299, 5.24634], [-0.07001, -0.62967, 4.65926], [-0.84032, -2.22867, 4.68148], [-1.70512, 0.14980, 2.96587], [-2.45728, -1.45095, 2.93991], [2.40614, -0.87888, 2.65054], [3.39134, -1.75468, 1.46267], [1.11058, -2.96344, 3.09208], [2.84938, -3.21541, 3.38128], [2.09135, -3.83291, 1.90167], [-0.20633, 2.38287, 1.31824], [1.50447, 2.23664, 0.88045], [0.50239, 2.57360, 3.74743], [1.02859, 3.92916, 2.73160], [2.18872, 2.66954, 3.20612], [4.22536, -0.18704, -1.33933], [2.31301, 0.26537, -1.65578], [1.72989, -1.49104, -2.30327], [2.58187, 1.00735, -3.45583], [4.59984, -0.91543, -2.06090], [4.34643, -0.58689, -0.33193], [4.82038, 0.72454, -1.41131], [2.40771, -1.87945, -3.06722], [0.73252, -1.38026, -2.73566], [1.66655, -2.19318, -1.47520], [3.20819, 0.34891, -4.06164], [3.03671, 1.99472, -3.40530], [1.60506, 1.11350, -3.92699], [1.67215, 3.24860, -1.52685], [0.32205, 2.92410, -1.74483], [0.15943, 3.25801, -3.08145], [-0.31680, 3.97138, -1.09386], [-4.63920, -0.99947, -3.70457], [-4.03050, -0.45596, -2.50750], [-4.80402, 0.02036, -1.49976], [-4.27248, 0.50871, -0.36861], [-2.82472, 0.57960, -0.25784], [-2.29307, 1.08506, 0.74718], [-2.07475, 0.13402, -1.30542], [-2.61373, -0.41991, -2.41328], [-1.96498, -0.90114, -3.33388], [-5.55743, -1.52478, -3.44084], [-3.93456, -1.68844, -4.16113], [-4.87207, -0.21149, -4.42584], [-5.87381, -0.02109, -1.66697], [-4.88216, 0.88418, 0.43850]], "forces_ev_per_angstrom": [[-0.04, 0.64, -0.22], [0.03, 0.00, -0.22], [0.05, 0.00, 0.13], [-0.08, -0.01, -0.27], [0.76, -0.23, 0.74], [-0.23, 0.03, -0.29], [0.01, -0.10, 0.29], [-0.04, 0.09, -0.13], [-0.10, 0.05, 0.20], [0.03, 0.14, 0.03], [-0.07, -0.15, -0.12], [0.01, -0.02, 0.03], [0.00, -0.01, 0.05], [0.00, 0.02, 0.03], [-0.10, 0.15, -0.14], [0.03, 0.09, -0.07], [0.04, 0.01, -0.04], [-0.03, 0.08, 0.02], [0.03, -0.05, 0.01], [0.00, -0.01, 0.01], [-0.01, -0.01, 0.01], [-0.06, -0.01, -0.09], [-0.06, -0.02, -0.02], [0.00, 0.05, 0.02], [0.05, 0.01, 0.00], [-0.01, 0.00, 0.03], [-0.10, 0.04, 0.17], [0.45, -0.35, -0.49], [-0.04, -0.13, -0.08], [0.00, 0.06, -0.02], [-0.09, 0.01, -0.05], [-0.02, -0.03, -0.03], [-0.04, 0.02, -0.01], [0.03, 0.04, 0.01], [-0.01, 0.01, 0.01], [0.02, 0.01, 0.04], [-0.02, -0.06, 0.06], [-0.02, 0.03, 0.08], [0.00, 0.01, 0.00], [-0.03, 0.06, -0.04], [0.01, -0.30, 0.32], [-0.02, -0.09, 0.04], [-0.09, -0.08, 0.01], [0.05, 0.03, -0.02], [0.23, -0.11, -0.09], [-0.09, 0.11, 0.31], [-0.17, -0.12, -0.09], [-0.06, 0.27, 0.03], [0.06, -0.15, -0.03], [-0.16, 0.09, 0.05], [-0.22, -0.16, 0.00], [0.14, 0.07, -0.12], [-0.01, 0.00, 0.00], [-0.02, 0.01, -0.01], [0.01, -0.02, -0.02], [0.00, -0.04, -0.01], [0.00, 0.00, -0.02]], "lowdin_charge": [0.13, -0.08, -0.30, -0.30, 0.90, -0.36, -0.30, -0.08, -0.31, -0.30, -0.07, 0.07, 0.07, 0.07, 0.09, 0.11, 0.11, 0.10, 0.05, 0.07, 0.07, 0.09, 0.09, 0.07, 0.07, 0.07, -0.31, 1.10, -0.31, -0.32, 0.01, -0.01, 0.01, 0.02, 0.01, 0.01, 0.02, 0.02, 0.02, -0.09, -0.53, -0.04, -0.03, -0.04, -0.07, -0.09, 0.00, -0.52, -0.06, 0.09, -0.51, 0.01, 0.08, 0.08, 0.09, 0.12, 0.10], "total_charge": -1, "homo_energy_ev": -4.02, "e_lumo_ha": 0.1082}


[3]
{"formula": "C15H29Cl10MgO4", "method": "ωB97M-V/def2-TZVPD", "symbols": ["Mg", "C", "O", "H", "H", "H", "C", "C", "C", "O", "C", "O", "O", "H", "H", "H", "H", "H", "H", "Cl", "C", "C", "Cl", "H", "H", "H", "H", "Cl", "C", "C", "Cl", "H", "H", "H", "H", "Cl", "C", "C", "Cl", "H", "H", "H", "H", "Cl", "C", "C", "Cl", "H", "H", "H", "H", "Cl", "C", "C", "Cl", "H", "H", "H", "H"], "positions_angstrom": [[3.26224, -0.77702, -0.61508], [0.26505, -0.68687, -0.82940], [1.49557, -0.14993, -0.39823], [-0.36754, 0.00967, -1.38837], [0.44953, -1.46265, -1.59087], [-0.34772, -1.14958, -0.05455], [-0.39188, 3.44259, 3.25643], [1.00904, 2.85104, 3.34627], [1.52401, 2.30442, 2.00381], [2.75876, 2.94979, 1.75206], [2.93036, 3.92491, 2.69232], [3.87154, 4.64584, 2.71261], [1.90960, 3.95799, 3.54553], [-1.13491, 2.66110, 3.07505], [-0.50187, 4.15493, 2.43963], [-0.59608, 3.90394, 4.22182], [1.01511, 2.16838, 4.19707], [0.80572, 2.54204, 1.21542], [1.59988, 1.21512, 2.06509], [-3.87671, -1.47407, 0.25750], [-3.01484, -0.69991, 1.60852], [-3.33827, 0.77535, 1.78250], [-2.78332, 1.32350, 3.38589], [-1.95196, -0.88170, 1.44342], [-3.23704, -1.23746, 2.52868], [-4.42339, 0.85496, 1.74456], [-2.91194, 1.36654, 0.97648], [1.43371, 1.31498, -4.84326], [0.87589, -0.30393, -5.31477], [-0.44184, -0.63483, -4.65172], [-1.74422, 0.42656, -5.26199], [1.67034, -0.99073, -5.02640], [0.74536, -0.39927, -6.39242], [-0.33619, -0.49306, -3.57586], [-0.63987, -1.70122, -4.76112], [-0.95515, 3.75860, -0.97461], [-2.34262, 3.36021, -1.96534], [-2.48378, 1.85985, -2.07499], [-4.03204, 1.33047, -2.75166], [-2.21371, 3.79544, -2.95941], [-3.19330, 3.92961, -1.59274], [-2.36583, 1.36633, -1.10978], [-1.69295, 1.44198, -2.69684], [-0.73309, -2.62677, 4.15322], [0.73654, -2.04186, 3.32147], [1.55027, -1.16831, 4.28134], [0.64542, 0.20407, 4.93964], [0.41630, -1.51709, 2.42988], [1.39595, -2.89367, 3.15394], [2.33520, -0.66554, 3.70909], [2.01723, -1.78635, 5.04247], [2.71196, -6.97735, -3.51776], [1.87662, -5.98853, -2.29778], [2.01013, -4.50233, -2.57467], [0.96630, -4.05105, -3.93284], [2.33448, -6.18128, -1.32751], [0.81913, -6.23471, -2.28893], [3.03648, -4.20409, -2.78372], [1.57835, -3.95904, -1.72909]], "forces_ev_per_angstrom": [[-1.89, 1.07, 0.17], [-0.09, -1.03, -1.33], [1.64, -0.50, 0.14], [0.33, 0.57, 0.45], [-0.22, -0.15, 0.24], [0.28, 0.16, 0.33], [0.16, -0.48, -0.01], [-0.78, 1.37, -0.80], [-1.12, -0.56, 0.38], [-0.09, -0.49, 0.20], [0.35, 0.35, 0.02], [0.11, 0.02, -0.07], [0.26, -0.17, 0.50], [0.59, 0.36, 0.16], [0.27, 0.23, 0.09], [-0.26, 0.18, -0.12], [0.74, 0.56, -0.55], [0.17, 0.01, -0.11], [0.43, 0.00, -0.22], [0.01, 0.29, -0.01], [0.72, -0.33, 0.63], [-0.65, -0.77, -0.40], [-0.61, -0.56, -0.23], [-0.01, 0.25, -0.09], [-0.32, -0.02, -0.11], [0.04, 0.33, 0.12], [0.13, 0.25, 0.25], [0.12, 0.15, -0.09], [-0.21, -0.40, -0.24], [0.54, -0.01, 0.53], [0.25, -0.58, 0.11], [-0.19, -0.15, 0.13], [0.22, 0.45, -0.02], [-0.24, 0.28, -0.04], [-0.46, 0.16, -0.48], [0.67, 0.09, 0.38], [-0.78, 0.53, -1.11], [0.23, -0.48, 0.44], [-0.11, 0.21, -0.01], [0.37, -0.19, 0.03], [-0.17, -0.63, 0.45], [-0.24, 0.21, 0.11], [-0.04, 0.24, -0.23], [0.12, -0.16, -0.28], [0.17, 0.17, 1.42], [0.12, 0.34, -1.04], [-0.33, -0.96, 0.65], [0.14, 0.01, -0.18], [-0.33, -0.14, -0.53], [0.19, -0.35, 0.00], [-0.26, 0.21, 0.33], [-0.14, 0.15, 0.14], [0.38, 0.37, 0.10], [-0.49, -0.22, 0.14], [0.05, 0.30, -0.45], [-0.09, -0.25, -0.04], [0.04, -0.25, 0.07], [-0.02, -0.04, -0.04], [0.28, -0.03, 0.15]], "lowdin_charge": [1.42, -0.21, -0.44, 0.06, 0.06, 0.07, -0.05, -0.33, -0.12, 0.05, -0.57, 0.17, 0.10, -0.04, 0.09, 0.10, 0.02, 0.10, 0.10, 0.57, -0.69, -0.60, 0.66, 0.03, 0.05, 0.08, 0.05, 0.55, -0.67, -0.67, 0.59, 0.05, 0.08, 0.03, 0.05, 0.60, -0.67, -0.71, 0.57, 0.08, 0.08, 0.02, 0.01, 0.57, -0.64, -0.64, 0.67, 0.04, 0.07, 0.06, 0.08, 0.58, -0.67, -0.69, 0.60, 0.07, 0.07, 0.06, 0.05], "total_charge": 1, "de_lowest_ev": 0.576, "homo_energy_ev": -12.61, "e_lumo_ha": -0.2929}


Q: Number 2 is which compound?
A: C15H29AsCuF3N2O5P